Record 1
45
Properties=species:S:1:pos:R:3:mulliken_charge:R:1 method="wB97M-V/def2-TZVPD" e_above_lowest_kj_mol=49.1 lumo_energy_ev=2.44 gap_ev=7.31 homo_ha=-0.1789 charge=-1
Y -0.01297 -1.58868 0.00452 0.425
Cl -1.17178 0.36106 1.89401 -0.059
C -2.91253 0.41091 1.72463 0.777
C -3.56624 1.38164 2.45949 -0.799
C -4.94465 1.48296 2.38690 -0.317
C -5.64270 0.60377 1.57604 -0.755
C -4.96240 -0.35888 0.85145 0.382
Cl -5.91892 -1.42095 -0.13920 -0.233
C -3.56065 -0.50819 0.88382 -0.220
S -2.76726 -1.75561 -0.02108 -0.187
H -2.98809 2.05227 3.08077 0.377
H -5.47018 2.23989 2.95396 0.343
H -6.71971 0.65454 1.49432 0.385
O 2.79773 2.22709 -4.37940 -0.624
C 2.24597 1.52939 -3.56591 0.437
C 0.88876 1.80331 -2.92454 -0.055
O 0.18747 2.76498 -3.13668 -0.650
C 0.67654 0.68842 -1.97762 0.985
C 1.74931 -0.22467 -2.08091 0.963
O 1.78589 -1.28211 -1.32013 -1.217
C 2.79985 0.27314 -2.93213 0.026
O 3.94407 -0.15515 -3.04639 -0.754
O -0.26043 0.50579 -1.14437 -0.546
C 0.26626 -3.47992 1.49345 -1.053
H 1.30719 -3.65278 1.79496 0.326
H -0.13649 -4.45355 1.18443 0.274
H -0.28090 -3.22456 2.41617 0.260
Cl -1.17299 -4.31882 -1.49638 -0.072
C -1.96630 -3.37595 -2.77119 -0.458
Cl -1.01344 -1.93113 -3.13701 0.022
H -2.92919 -3.05389 -2.39197 0.301
H -2.03876 -3.98379 -3.66379 0.342
C 2.40020 2.39265 2.49472 -0.699
N 3.07383 1.74604 1.38736 0.231
C 3.95467 2.34998 0.50070 -0.248
C 4.33013 1.41122 -0.38930 -0.750
N 3.70059 0.24452 -0.01770 0.156
C 2.91560 0.44533 1.05607 0.037
S 1.95482 -0.70672 1.86075 -0.407
H 2.35549 3.46183 2.30094 0.327
H 2.92823 2.20744 3.42991 0.286
H 1.39398 1.99009 2.57589 0.156
H 4.20226 3.39388 0.57189 0.470
H 4.94404 1.45854 -1.27156 0.488
H 3.63368 -0.60530 -0.56995 0.326

=====

Record 2
11
Properties=species:S:1:pos:R:3:mulliken_charge:R:1 method="wB97M-V/def2-TZVPD" e_above_lowest_kj_mol=291.9 lumo_energy_ev=0.38 gap_ev=9.82 homo_ha=-0.3470
C 0.29880 -0.44744 -0.14947 -0.165
C 0.12004 1.07254 -0.56674 -0.325
C 0.08046 -0.72308 1.36561 0.011
H -1.96472 -0.89040 -1.24034 0.145
H 1.46716 -0.72428 0.02850 0.335
H -1.05846 1.23922 -1.28322 0.235
H 0.95985 1.10308 -1.47754 0.269
H -0.92031 -0.28982 1.81726 0.293
O 1.06648 -1.00335 2.02547 -0.458
S -0.56165 -1.47349 -1.25758 -0.190
Cl 0.51234 2.13702 0.73804 -0.150